Entry 1:
Below is a cluster of 2 separate species, C35H42N2O in total, with properties calculated with the ωB97M-V functional and the def2-TZVPD basis.

The geometry in XYZ format:
```
80
Properties=species:S:1:pos:R:3:forces:R:3:lowdin_charge:R:1
C -3.8833 -3.6392 -1.4986 -0.25 -0.05 -0.14 -0.087
C -2.7308 -2.7087 -1.1266 0.48 -0.35 -0.25 -0.547
C -2.5334 -1.7490 -2.3227 0.16 0.00 0.00 -0.055
C -3.1333 -1.9482 0.1200 -0.04 0.22 0.11 -0.054
C -1.4223 -3.4908 -0.8723 0.07 0.76 0.44 -0.118
C -0.1917 -2.7308 -0.7636 -0.10 -0.81 -0.42 -0.348
O -0.2108 -1.4761 -0.5719 0.11 0.59 -0.64 -0.138
C 1.0461 -3.4756 -0.8977 -0.17 0.82 0.30 -0.108
C 2.3295 -2.7109 -1.2846 -0.23 0.02 0.24 -0.544
C 3.4753 -3.6527 -1.6350 0.18 -0.04 -0.28 -0.081
C 2.8248 -1.8570 -0.1394 0.20 0.36 0.37 -0.064
C 2.0457 -1.7804 -2.4767 -0.17 -0.10 -0.20 -0.053
C 1.0191 -4.8351 -0.6642 -0.12 -0.65 -0.66 -0.084
C -0.1771 -5.5606 -0.6479 -0.10 -0.12 0.58 -0.131
C -1.3856 -4.8553 -0.6777 0.09 -0.48 -0.58 -0.084
H -4.2224 -4.2392 -0.6503 0.11 -0.09 -0.06 0.074
H -4.7372 -3.0295 -1.8142 0.00 -0.04 0.05 0.074
H -3.6325 -4.3041 -2.3323 0.04 0.05 0.14 0.088
H -1.8696 -0.9154 -2.0554 -0.09 -0.34 -0.12 0.065
H -2.0839 -2.3260 -3.1474 -0.13 0.34 0.12 0.092
H -3.5002 -1.3401 -2.6611 0.19 -0.15 0.11 0.071
H -2.3035 -1.3566 0.4865 0.16 0.06 0.06 0.054
H -3.9629 -1.2749 -0.0917 -0.30 0.08 0.03 0.075
H -3.4306 -2.6665 0.8788 -0.11 0.01 0.28 0.082
H 3.2196 -4.3577 -2.4282 -0.06 -0.05 0.05 0.086
H 4.3299 -3.0620 -1.9810 -0.03 0.01 0.00 0.077
H 3.8170 -4.2059 -0.7577 -0.08 -0.11 -0.04 0.075
H 2.0566 -1.1632 0.1883 -0.05 -0.07 0.02 0.053
H 3.1025 -2.5118 0.6839 0.07 0.10 0.22 0.079
H 3.7035 -1.2686 -0.4284 0.10 -0.08 -0.05 0.085
H 1.3617 -0.9735 -2.1732 0.09 -0.41 -0.13 0.055
H 2.9780 -1.3239 -2.8482 -0.14 -0.21 0.08 0.077
H 1.5837 -2.3745 -3.2794 0.10 0.33 0.03 0.093
H 1.9484 -5.3827 -0.5244 -0.01 0.00 -0.45 0.092
H -0.1754 -6.6575 -0.7078 0.05 0.50 0.54 0.083
H -2.3186 -5.4061 -0.5645 0.13 -0.02 -0.38 0.093
C -2.7336 4.9687 1.3275 -0.13 0.09 0.50 0.005
C -2.0949 4.0742 0.3385 -0.66 -0.40 -1.19 -0.149
N -2.4417 4.1540 -0.9656 0.06 0.29 1.65 -0.020
C -3.4309 5.0852 -1.4942 -0.02 0.01 -0.01 0.017
C -1.6366 3.3140 -1.7404 1.37 -0.26 0.10 -0.155
C -0.7098 2.6788 -0.8743 -0.37 0.42 -0.77 -0.090
C 0.3452 1.9460 -1.4042 -0.13 0.15 -0.17 0.027
C 0.4563 1.8958 -2.8035 -0.01 0.07 0.22 -0.041
C -0.4650 2.5436 -3.6521 -0.08 -0.18 0.36 -0.051
C -1.5323 3.2774 -3.1189 -0.07 -0.28 0.14 -0.007
C -1.0410 3.1028 0.4780 0.95 -0.82 0.71 -0.069
C -0.3859 2.7835 1.6711 -1.42 1.83 -0.80 0.101
C 0.8711 2.1961 1.9758 1.65 -0.65 0.62 -0.102
C 1.9167 2.7690 2.7665 -1.57 -1.50 -0.10 -0.200
C 2.0837 4.1308 3.3089 0.08 0.64 -0.11 -0.014
N 2.7587 1.7780 3.1544 0.32 -0.08 -0.16 -0.053
C 3.8736 1.9589 4.0701 -0.05 0.03 -0.20 -0.001
C 2.3029 0.5277 2.7183 -0.98 0.39 0.54 -0.164
C 1.1217 0.7553 1.9841 0.75 -0.31 0.12 -0.122
C 0.2809 -0.3270 1.7124 -0.34 0.31 0.48 -0.037
C 0.4867 -1.5407 2.3721 0.57 0.15 -0.46 -0.053
C 1.7317 -1.8023 2.9875 0.48 0.86 0.43 -0.070
C 2.6492 -0.7394 3.1910 -0.15 -0.68 -0.20 -0.024
H -2.3650 4.7049 2.3244 -0.26 0.22 -0.16 0.082
H -2.5024 6.0332 1.1351 0.04 -0.48 0.01 0.109
H -3.8341 4.8819 1.3013 0.44 -0.09 0.09 0.101
H -3.6584 4.7653 -2.5102 -0.15 0.14 0.17 0.086
H -4.3432 5.0446 -0.8802 0.34 0.05 -0.31 0.102
H -3.0402 6.1172 -1.5247 -0.11 -0.44 0.07 0.115
H 1.0692 1.4999 -0.7149 -0.21 -0.09 -0.56 0.122
H 1.3069 1.3583 -3.2227 -0.33 0.09 -0.02 0.108
H -0.3577 2.4667 -4.7356 0.04 0.03 0.37 0.110
H -2.2845 3.8021 -3.7057 0.43 -0.22 -0.25 0.105
H -0.9664 3.0982 2.5410 0.32 0.65 0.11 0.129
H 1.2162 4.7353 3.0418 0.13 0.09 -0.05 0.079
H 2.1822 4.1569 4.4041 -0.08 -0.24 -0.27 0.089
H 2.9881 4.6073 2.9088 -0.22 0.06 0.01 0.096
H 4.2531 0.9593 4.2759 0.18 0.27 0.11 0.075
H 4.6676 2.5621 3.5953 -0.31 -0.19 0.39 0.106
H 3.5260 2.4084 5.0201 0.30 -0.14 -0.49 0.101
H -0.4971 -0.1361 0.9835 -0.50 -0.47 0.51 0.094
H -0.2834 -2.3114 2.3884 0.32 0.07 -0.57 0.118
H 1.9885 -2.8362 3.2979 -0.28 0.94 -0.01 0.118
H 3.5915 -0.8380 3.7406 -0.43 -0.43 -0.25 0.097
```
Positions in Å, forces in eV/Å.

## Properties
LUMO energy ... -0.081 Ha
Energy above the lowest of the compared OMol25 structures with the same formula, charge and spin ... 1.220 eV
E_tot ... -42001.298 eV
Frontier orbital gap ... 2.70 eV
F_max ... 2.45 eV Å⁻¹

Entry 2:
Below is the molecule C5H12NP, with properties calculated with the ωB97M-V functional and the def2-TZVPD basis.

The geometry in XYZ format:
```
19
Properties=species:S:1:pos:R:3:forces:R:3:lowdin_charge:R:1
C 2.1456 -0.1881 0.1433 -0.77 0.88 1.02 -0.132
C 0.7515 -0.7202 0.0012 -0.76 0.01 -0.23 -0.493
P -0.4525 -1.0296 1.3804 0.58 2.32 1.06 0.889
N -1.4457 -2.2192 0.7749 -0.58 -0.63 -0.41 -0.252
C -0.4245 0.3052 0.0808 0.79 -0.28 0.05 -0.695
C -1.2625 0.4136 -1.1655 -1.38 -0.33 1.74 -0.101
C -0.0866 1.7263 0.6913 0.27 -2.91 0.60 -0.102
H 2.0249 0.6440 0.9710 1.48 -1.68 -1.92 0.088
H 2.4905 0.1424 -0.8571 -0.08 0.50 0.73 0.080
H 2.7737 -1.0349 0.3868 0.55 0.19 0.66 0.059
H 0.7165 -1.6324 -0.6585 -0.50 1.34 0.05 0.113
H -2.0309 -1.9559 -0.0218 0.49 -0.52 0.19 0.031
H -0.7445 -2.9189 0.5899 -0.71 -1.03 -0.71 0.013
H -2.2396 0.9613 -0.8294 1.80 -0.30 -1.46 0.114
H -1.5898 -0.6013 -1.4326 0.19 0.34 -0.53 0.049
H -0.5282 0.8187 -1.8930 -1.36 0.20 -0.15 0.095
H -1.0424 2.2149 1.0158 1.02 -0.34 -0.31 0.082
H 0.4330 2.2523 -0.1466 -0.02 0.14 1.28 0.087
H 0.5314 1.3442 1.6239 -0.98 2.10 -1.65 0.072
```
Positions in Å, forces in eV/Å.

## Properties
SMILES string ... C[C@H]1P(N)C1(C)C
LUMO energy ... 0.035 Ha
Energy above the lowest of the compared OMol25 structures with the same formula, charge and spin ... 1.554 eV
E_tot ... -16156.477 eV
Frontier orbital gap ... 9.11 eV
F_max ... 2.99 eV Å⁻¹

Entry 3:
Below is the molecule C17H20N4OS, with properties calculated with the ωB97M-V functional and the def2-TZVPD basis.

The geometry in XYZ format:
```
43
Properties=species:S:1:pos:R:3:forces:R:3:lowdin_charge:R:1
C 0.5056 3.7238 -2.1150 0.02 -0.26 -0.04 -0.027
C 0.8980 2.2609 -1.9041 -0.13 0.43 -0.48 -0.312
C 2.4295 2.1082 -1.8640 -0.03 -0.21 -0.05 -0.063
C 2.7219 2.0605 -0.3945 -0.21 0.03 0.08 -0.162
C 3.9253 2.1462 0.2681 -0.10 0.00 0.04 -0.031
C 3.9323 2.0477 1.6543 0.16 -0.01 0.07 -0.091
C 2.7504 1.8626 2.3501 0.08 0.01 -0.02 -0.079
C 1.5309 1.7750 1.6917 -0.18 -0.02 0.17 -0.005
C 1.5319 1.8778 0.3125 0.44 -0.03 0.17 -0.156
N 0.4516 1.8158 -0.5800 0.19 -0.03 0.05 0.042
C -0.7882 1.3697 -0.2571 -0.40 0.03 -0.20 -0.509
O -1.1013 1.0475 0.8730 -0.07 -0.03 0.17 0.072
C -1.7560 1.1709 -1.4066 0.12 -0.40 -0.01 -0.322
S -1.2613 -0.3813 -2.2612 -0.37 0.10 -0.04 0.977
C -1.6576 -1.4755 -0.9588 0.45 0.22 -0.38 -0.657
N -2.8457 -1.9269 -0.6875 -0.25 0.51 -0.83 0.031
N -2.7484 -2.6865 0.4050 -0.06 -0.66 0.96 0.078
C -1.4973 -2.6963 0.7958 0.17 0.26 -0.33 -0.278
C -0.9821 -3.4085 1.9605 0.15 -0.06 0.13 -0.211
C -1.8912 -3.5644 3.1532 0.02 0.03 0.14 -0.103
C -1.5878 -4.7473 2.3019 0.06 -0.17 0.04 -0.105
N -0.7406 -1.9397 -0.0517 -0.91 -0.34 0.09 -0.045
C 0.6644 -1.6616 -0.0021 0.51 0.07 0.21 -0.022
H 0.9977 4.3463 -1.3705 0.06 0.08 0.07 0.093
H 0.8094 4.0513 -3.1058 0.04 0.08 -0.11 0.085
H -0.5684 3.8642 -2.0184 -0.10 0.04 0.00 0.072
H 0.4569 1.6311 -2.6802 0.09 0.06 0.12 0.107
H 2.9286 2.9375 -2.3635 -0.04 0.01 -0.06 0.123
H 2.7518 1.1812 -2.3454 -0.01 0.01 -0.04 0.125
H 4.8448 2.2879 -0.2800 0.11 0.02 -0.05 0.113
H 4.8667 2.1174 2.1902 0.08 0.00 0.06 0.099
H 2.7704 1.7889 3.4270 0.00 0.00 0.09 0.103
H 0.6122 1.6335 2.2354 -0.03 0.00 0.00 0.104
H -1.7499 1.9574 -2.1547 0.01 0.07 -0.02 0.068
H -2.7610 1.0165 -1.0161 0.12 0.12 0.00 0.094
H 0.0748 -3.2664 2.1456 -0.03 -0.06 0.08 0.131
H -2.8724 -3.1258 3.0690 -0.07 0.05 -0.10 0.102
H -1.4463 -3.4971 4.1342 0.09 -0.03 0.03 0.099
H -2.3667 -5.1055 1.6480 -0.07 0.06 -0.10 0.101
H -0.9297 -5.5130 2.6842 0.07 0.01 0.06 0.098
H 0.8943 -1.0123 0.8461 0.03 -0.01 -0.08 0.095
H 0.9517 -1.1583 -0.9256 -0.01 -0.05 0.12 0.069
H 1.2281 -2.5914 0.0874 0.00 0.06 -0.03 0.100
```
Positions in Å, forces in eV/Å.

## Properties
SMILES string ... C[C@H]1Cc2ccccc2N1C(=O)CSc1nnc(C2CC2)n1C
LUMO energy ... 0.017 Ha
Energy above the lowest of the compared OMol25 structures with the same formula, charge and spin ... 1.131 eV
E_tot ... -36796.593 eV
Frontier orbital gap ... 8.91 eV
F_max ... 1.17 eV Å⁻¹

Entry 4:
Below is a structure of composition C25H41BaBrN2P2, with properties calculated with the ωB97M-V functional and the def2-TZVPD basis.

The geometry in XYZ format:
```
72
Properties=species:S:1:pos:R:3:forces:R:3:lowdin_charge:R:1
C 2.8164 1.0826 -5.7559 0.09 0.03 0.39 -0.008
C 2.4831 1.8991 -4.6424 0.22 0.20 -0.09 -0.280
C 2.9607 3.2320 -4.6484 0.22 -0.20 0.11 -0.017
C 3.8204 3.6382 -5.6819 -0.69 -0.61 0.41 -0.109
N 4.1530 2.8369 -6.6879 0.29 0.29 -0.28 0.077
C 3.6506 1.6109 -6.7516 -0.59 -0.11 0.74 -0.112
C 1.7247 1.3775 -3.5128 -2.86 -0.42 -0.11 -0.268
C 0.9362 0.9037 -2.6539 -2.63 1.12 -3.20 -0.228
C -0.1271 0.3306 -1.8808 2.03 0.73 -0.44 -0.270
C -0.6727 -0.9676 -2.1562 0.02 -0.74 0.02 -0.069
C -1.3764 -1.6466 -1.2104 -0.10 -0.30 -0.16 -0.164
C -1.4457 -1.1643 0.2025 -1.55 0.46 -0.79 -0.777
C -1.3126 0.3152 0.2407 0.12 0.80 -0.30 -0.197
C -0.6270 1.0038 -0.7247 -0.47 -0.41 1.10 -0.063
Ba 3.2443 0.5865 -1.7843 3.70 -1.66 0.73 1.942
P -3.0440 -1.8015 1.1564 -0.42 0.43 -0.30 1.050
H 2.6729 3.9409 -3.8645 0.13 -0.32 -0.27 0.115
H 2.4395 0.0576 -5.8394 0.13 0.43 0.06 0.120
H 4.2351 4.6405 -5.6861 -0.03 -0.06 -0.04 0.119
H 3.9111 1.0113 -7.6202 0.00 0.09 0.12 0.121
H -0.4699 2.0855 -0.6180 -0.07 -0.50 0.01 0.128
H -0.5283 -1.4107 -3.1585 -0.12 0.25 0.64 0.139
H -1.7092 0.8442 1.1039 0.25 -0.03 -0.22 0.096
H -1.8002 -2.6356 -1.4020 0.22 0.39 -0.24 0.103
C -2.7888 -2.9952 2.5217 0.58 -0.29 -0.22 -0.338
C -3.4037 -2.6591 3.8841 -0.27 0.29 0.15 -0.119
H -1.6957 -3.0756 2.6003 -0.35 -0.20 0.15 0.008
H -3.1611 -3.9718 2.1748 0.15 0.30 -0.08 0.103
H -3.1571 -3.4458 4.6098 0.02 0.19 -0.31 0.093
H -3.0284 -1.7095 4.2863 -0.06 -0.23 -0.10 0.081
H -4.4993 -2.5999 3.8402 0.27 -0.02 -0.02 0.079
C -3.8776 -0.3351 1.8105 0.19 -0.07 0.26 -0.329
C -4.4443 0.5320 0.6951 -0.19 0.51 -0.08 -0.113
H -3.1337 0.1998 2.4168 -0.23 0.01 -0.04 0.095
H -4.6583 -0.6631 2.5124 0.21 -0.04 -0.25 0.101
H -4.9389 1.4031 1.1355 0.01 -0.14 -0.09 0.096
H -3.6458 0.9091 0.0480 -0.32 -0.13 0.00 0.066
H -5.1848 0.0015 0.0852 0.18 0.16 0.19 0.074
C -4.1876 -2.5056 -0.0711 0.37 -0.02 -0.43 -0.340
C -5.5804 -2.9074 0.4330 -0.09 -0.09 0.13 -0.102
H -3.6655 -3.3680 -0.5152 -0.23 0.17 0.09 0.097
H -4.2791 -1.7448 -0.8631 0.14 -0.30 0.15 0.098
H -6.1191 -3.3877 -0.3948 0.17 0.12 0.24 0.093
H -5.5358 -3.6318 1.2579 -0.01 0.22 -0.18 0.080
H -6.1834 -2.0438 0.7457 0.26 -0.21 0.00 0.080
Br 0.0647 -1.9512 1.1721 1.26 -0.74 0.85 0.874
P 2.8148 1.4785 2.0620 0.01 1.50 2.82 0.961
C 1.0622 1.4099 2.6260 0.02 -0.18 -0.15 -0.442
C 0.9037 1.2166 4.1316 -0.17 0.06 0.15 -0.144
H 0.5935 0.5925 2.0598 -0.12 0.30 0.24 0.001
H 0.5906 2.3568 2.3217 0.10 -0.21 0.04 0.084
H -0.1577 1.1770 4.4013 0.14 -0.06 -0.03 0.070
H 1.3687 0.2933 4.4912 -0.01 0.08 -0.09 0.069
H 1.3355 2.0541 4.6882 0.04 -0.15 -0.12 0.079
C 3.3123 -0.3217 2.0782 -0.14 0.04 -0.52 -0.422
C 4.4242 -0.4902 3.1317 0.29 -0.07 0.03 -0.166
H 3.6691 -0.6262 1.0727 -0.03 -0.14 0.35 0.037
H 2.4407 -0.9566 2.3182 0.31 0.33 -0.17 0.024
H 4.6051 -1.5427 3.3752 -0.14 0.10 -0.16 0.077
H 5.3788 -0.0774 2.7735 -0.34 0.00 0.14 0.075
H 4.1806 0.0175 4.0783 -0.02 -0.09 -0.41 0.071
C 2.5281 2.0941 0.3842 0.02 -0.48 -0.58 -0.661
C 2.0402 3.4840 -0.0660 0.16 0.24 0.35 -0.111
H 1.7713 1.3415 0.0061 0.91 0.53 -0.35 0.000
H 3.6171 2.0572 0.0756 -1.08 -0.20 -0.18 -0.003
H 2.0517 3.5052 -1.1798 -0.09 0.13 0.63 0.065
H 1.0168 3.7108 0.2631 0.31 -0.15 -0.07 0.078
H 2.7006 4.2897 0.3006 -0.28 -0.39 -0.14 0.097
N 2.3165 -1.9444 -1.5461 -0.13 -0.39 -0.07 -0.106
H 1.6578 -2.1698 -0.7876 0.32 0.14 -0.31 -0.048
H 3.1129 -2.5719 -1.4544 -0.19 -0.24 0.01 0.046
H 1.8340 -2.1984 -2.4138 0.18 -0.03 0.31 0.047
```
Positions in Å, forces in eV/Å.

## Properties
LUMO energy ... -0.222 Ha
Energy above the lowest of the compared OMol25 structures with the same formula, charge and spin ... 0.000 eV
Net charge ... +2
E_tot ... -118867.617 eV
Frontier orbital gap ... 6.26 eV
F_max ... 4.29 eV Å⁻¹